70
Properties=species:S:1:pos:R:3 method="wB97M-V/def2-TZVPD" mol_weight_g_mol=468.6 total_energy_ev=-41592.8825 de_lowest_kj_mol=2.03 homo_energy_ev=-7.73 fmax_ev_per_a=0.96 spin_multiplicity=1
C -5.928 -1.461 -1.063
C -5.158 -1.078 0.193
C -4.552 0.323 0.066
N -3.619 0.375 -1.046
C -2.275 -0.061 -0.728
C -1.460 1.002 0.021
N -1.411 2.211 -0.772
C -0.479 3.191 -0.257
C -0.153 4.288 -1.278
C -0.022 3.758 -2.708
N 0.818 2.587 -2.793
C 0.385 1.446 -3.345
O -0.672 1.307 -3.923
C 1.404 0.294 -3.227
N 1.439 -0.259 -1.889
N 0.760 -1.410 -1.731
C 0.682 -2.004 -0.602
C -0.071 -3.295 -0.583
C 0.887 -4.489 -0.580
N 1.300 -1.495 0.524
C 2.032 -0.307 0.394
C 2.562 0.050 1.603
C 2.155 -0.936 2.531
C 2.411 -1.070 3.911
O 3.181 -0.105 4.473
C 3.471 -0.195 5.846
C 1.864 -2.156 4.565
C 1.083 -3.083 3.871
C 0.820 -2.977 2.525
C 1.365 -1.889 1.842
C 2.113 0.376 -0.881
O 2.714 1.428 -1.066
C -2.760 2.707 -0.970
C -3.546 1.642 -1.744
H -6.292 -2.484 -0.996
H -6.780 -0.800 -1.204
H -5.275 -1.371 -1.927
H -4.361 -1.804 0.364
H -5.820 -1.098 1.062
H -4.092 0.604 1.027
H -5.360 1.032 -0.132
H -2.319 -0.978 -0.137
H -1.771 -0.276 -1.674
H -0.442 0.641 0.182
H -1.903 1.189 1.020
H 0.444 2.657 -0.012
H -0.843 3.664 0.676
H 0.784 4.759 -0.974
H -0.926 5.058 -1.273
H 0.389 4.550 -3.346
H -0.996 3.461 -3.101
H 1.675 2.570 -2.249
H 1.101 -0.509 -3.899
H 2.403 0.661 -3.480
H -0.678 -3.321 -1.487
H -0.737 -3.327 0.280
H 0.325 -5.418 -0.544
H 1.485 -4.482 -1.488
H 1.560 -4.455 0.274
H 3.166 0.911 1.800
H 4.095 0.668 6.074
H 4.022 -1.112 6.080
H 2.560 -0.154 6.452
H 2.027 -2.308 5.619
H 0.672 -3.918 4.420
H 0.213 -3.723 2.045
H -2.730 3.629 -1.549
H -3.256 2.923 -0.003
H -4.557 1.994 -1.958
H -3.024 1.460 -2.688